DFT (ωB97M-V/def2-TZVPD) results for 4 unconnected molecules or ions with the total composition C2H14NO3 in a non-equilibrium geometry.

Each line ends with the natural charge from an NBO analysis.
Atoms and positions in Å:
C  -0.877  -0.884  1.254  -0.67
C  -0.521  0.310  0.313  -0.25
N  0.582  -0.122  -0.596  -0.69
H  -1.139  -1.831  0.759  0.23
H  -0.191  -1.035  2.138  0.22
H  -1.933  -0.789  1.645  0.26
H  -1.373  0.597  -0.332  0.23
H  -0.359  1.102  1.009  0.26
H  1.071  0.669  -0.911  0.42
H  0.162  -0.574  -1.449  0.47
H  1.240  -0.655  -0.065  0.45
H  -0.644  3.757  -0.641  0.48
H  -1.225  3.933  0.731  0.48
O  -0.579  3.358  0.294  -0.96
H  3.435  -2.048  1.887  0.50
H  2.002  -1.465  2.289  0.48
O  2.623  -1.674  1.562  -0.98
H  -1.170  -1.521  -3.365  0.50
H  -0.328  -0.304  -3.577  0.49
O  -0.776  -0.823  -2.945  -0.95

Its HOMO energy is -15.0 eV. The calculation puts the HOMO-LUMO gap at 12.0 eV. Its net charge is +1. The LUMO energy is -2.983 eV.



DFT (ωB97M-V/def2-TZVPD) results for 4 unconnected molecules or ions with the total composition C2H14NO3 in a non-equilibrium geometry.

Each line ends with the natural charge from an NBO analysis.
Atoms and positions in Å:
C  3.215  0.177  1.368  -0.44
N  2.149  1.325  1.263  -0.53
C  2.537  2.533  0.471  -0.45
H  4.276  0.601  1.381  0.26
H  3.097  -0.512  2.290  0.26
H  2.961  -0.464  0.506  0.23
H  1.719  1.414  2.237  0.45
H  1.484  0.890  0.654  0.45
H  1.634  3.191  0.277  0.26
H  2.986  2.144  -0.533  0.25
H  3.380  3.110  1.007  0.26
H  0.448  -1.545  -0.545  0.49
H  -0.771  -0.648  -1.067  0.48
O  0.159  -0.523  -0.762  -0.96
H  -3.048  -1.723  0.138  0.50
H  -4.447  -1.673  -0.395  0.51
O  -3.571  -1.265  -0.517  -0.48
H  -6.055  -1.704  -3.042  0.52
H  -6.342  -3.017  -2.419  0.49
O  -5.813  -2.312  -2.309  -0.54

Its HOMO energy (alpha / beta) is -18.3 / -18.3 eV. The calculation puts the HOMO-LUMO gap (alpha / beta) at 11.9 / 3.9 eV. Its net charge is +2. As for the spin multiplicity: 2. The LUMO energy (alpha / beta) is -6.367 / -14.403 eV.



DFT (ωB97M-V/def2-TZVPD) results for 5 unconnected molecules or ions with the total composition C2H14NO4S in a non-equilibrium geometry.

Each line ends with the natural charge from an NBO analysis.
Atoms and positions in Å:
C  1.509  -0.567  0.230  -0.24
C  1.762  -0.160  -1.201  -0.51
S  1.172  1.606  -1.449  -0.72
N  0.134  -1.022  0.507  -0.90
H  1.755  0.240  0.926  0.19
H  2.165  -1.423  0.525  0.16
H  1.173  -0.802  -1.878  0.18
H  2.804  -0.347  -1.510  0.18
H  -0.242  -1.744  -0.096  0.37
H  -0.457  -0.217  0.324  0.38
H  -0.300  1.540  2.076  0.48
H  0.155  1.849  0.580  0.50
O  -0.572  1.950  1.245  -1.04
H  -1.466  1.490  -1.585  0.50
H  -2.088  1.697  -0.181  0.51
O  -2.226  1.233  -1.024  -1.01
H  -2.244  -0.450  -1.592  0.50
H  -1.117  -0.678  -2.625  0.47
O  -1.819  -1.138  -2.152  -1.00
H  -0.779  -1.107  2.892  0.47
H  0.651  -1.143  2.663  0.49
O  0.029  -0.807  3.324  -0.97

Its HOMO energy is -3.6 eV. The calculation puts the HOMO-LUMO gap at 7.3 eV. Its net charge is -1. The LUMO energy is 3.701 eV.



DFT (ωB97M-V/def2-TZVPD) results for 5 unconnected molecules or ions with the total composition C2H14O5 in a non-equilibrium geometry.

Each line ends with the natural charge from an NBO analysis.
Atoms and positions in Å:
C  -3.137  -0.539  0.093  -0.06
O  -1.951  -0.015  0.701  -0.75
C  -2.960  -1.769  -0.775  -0.65
H  -3.665  -0.942  1.014  0.14
H  -3.664  0.282  -0.373  0.17
H  -1.270  -0.709  0.621  0.48
H  -2.107  -1.645  -1.449  0.21
H  -2.798  -2.625  -0.093  0.21
H  -3.906  -2.017  -1.256  0.22
H  -1.306  -2.757  3.394  0.48
H  -2.572  -1.829  3.524  0.49
O  -1.753  -1.961  3.069  -0.96
H  5.820  2.496  -2.174  0.48
H  6.157  2.454  -0.586  0.48
O  5.860  1.963  -1.372  -0.96
H  1.042  -0.766  1.242  0.49
H  -0.246  -1.398  1.989  0.50
O  0.298  -1.378  1.197  -0.97
H  3.546  3.791  -2.837  0.47
H  4.597  4.763  -3.351  0.46
O  4.014  4.601  -2.578  -0.93

The structure (SMILES) is CCO.O.O.O.O. Its HOMO energy is -9.3 eV. The calculation puts the HOMO-LUMO gap at 9.8 eV. Its net charge is 0. The LUMO energy is 0.544 eV.



DFT (ωB97M-V/def2-TZVPD) results for 6 unconnected molecules or ions with the total composition C2H14O5 in a non-equilibrium geometry.

Each line ends with the natural charge from an NBO analysis.
Atoms and positions in Å:
C  0.550  -2.716  -0.904  -0.35
C  -0.278  -1.968  -0.197  -0.42
H  0.412  -2.988  -1.941  0.19
H  1.476  -3.086  -0.487  0.20
H  -1.182  -1.410  -0.380  0.17
H  -0.016  -1.737  0.839  0.21
H  -1.064  0.020  -3.114  0.48
H  -0.928  -0.070  -1.561  0.47
O  -1.241  0.440  -2.303  -0.96
H  0.090  -0.488  2.846  0.47
H  1.202  -1.178  2.572  0.46
O  0.382  -1.385  3.029  -0.92
H  3.058  1.568  -0.240  0.47
H  1.739  1.408  -0.973  0.46
O  2.440  0.875  -0.554  -0.94
H  -2.492  1.247  1.850  0.49
H  -1.308  0.640  0.924  0.47
O  -1.533  1.168  1.695  -0.96
H  -0.908  2.723  -0.101  0.46
H  0.075  3.356  -0.874  0.45
O  -0.474  3.583  -0.124  -0.92

The structure (SMILES) is C=C.O.O.O.O.O. Its HOMO energy is -10.7 eV. The calculation puts the HOMO-LUMO gap at 10.8 eV. Its net charge is 0. The LUMO energy is 0.191 eV.



DFT (ωB97M-V/def2-TZVPD) results for 6 unconnected molecules or ions with the total composition C2H14O6 in a non-equilibrium geometry.

Each line ends with the natural charge from an NBO analysis.
Atoms and positions in Å:
O  -0.132  -3.094  -0.307  -0.55
C  -1.232  -2.597  -0.148  0.45
C  -1.473  -1.108  -0.242  -0.74
H  -2.053  -3.244  0.061  0.13
H  -1.781  -0.872  -1.250  0.26
H  -0.526  -0.540  -0.160  0.20
H  -2.082  -0.571  0.482  0.25
H  1.696  -1.207  2.756  0.47
H  0.516  -1.065  1.868  0.46
O  0.728  -1.195  2.806  -0.94
H  2.740  2.148  -1.722  0.48
H  2.151  1.575  -0.413  0.48
O  1.935  1.747  -1.336  -0.96
H  0.302  1.655  1.715  0.47
H  -0.141  2.981  1.094  0.47
O  -0.043  2.532  1.941  -0.93
H  -1.167  1.918  -2.806  0.50
H  -2.250  2.754  -1.797  0.49
O  -1.963  1.961  -2.250  -0.99
H  1.616  -1.996  0.150  0.50
H  1.238  -0.716  -0.519  0.47
O  1.922  -1.067  0.077  -0.97

The structure (SMILES) is CC=O.O.O.O.O.O. Its HOMO energy is -10.6 eV. The calculation puts the HOMO-LUMO gap at 10.9 eV. Its net charge is 0. The LUMO energy is 0.257 eV.



DFT (ωB97M-V/def2-TZVPD) results for a molecular structure, C2H14O6Pd in a non-equilibrium geometry.

Each line ends with the natural charge from an NBO analysis.
Atoms and positions in Å:
Pd  16.313  -32.754  18.060  0.44
C  13.823  -31.030  19.513  -0.23
O  14.308  -32.052  18.707  -0.97
H  13.564  -30.072  19.063  0.12
H  12.887  -31.422  19.912  0.14
H  14.455  -30.802  20.371  0.14
C  17.343  -32.806  21.073  -0.27
O  17.548  -33.400  19.789  -0.81
H  17.895  -31.866  21.087  0.14
H  16.279  -32.701  21.286  0.16
H  17.878  -33.382  21.829  0.15
O  12.752  -30.693  16.024  -0.96
H  13.184  -30.943  16.841  0.50
H  12.409  -31.515  15.673  0.46
O  12.736  -27.130  19.289  -0.94
H  12.930  -27.587  18.470  0.48
H  13.566  -26.724  19.538  0.46
O  9.949  -31.431  21.446  -0.93
H  9.326  -31.202  22.135  0.46
H  10.604  -30.734  21.472  0.47
O  12.871  -34.600  18.535  -0.96
H  13.034  -33.665  18.652  0.50
H  12.554  -34.677  17.635  0.45

Its HOMO energy (alpha / beta) is -1.9 / -5.0 eV. The calculation puts the HOMO-LUMO gap (alpha / beta) at 4.7 / 7.1 eV. Its net charge is -1. As for the spin multiplicity: 4. The LUMO energy (alpha / beta) is 2.845 / 2.136 eV.



DFT (ωB97M-V/def2-TZVPD) results for a molecular structure, C2H14O6Pd in a non-equilibrium geometry.

Each line ends with the natural charge from an NBO analysis.
Atoms and positions in Å:
Pd  -0.032  -0.079  -0.021  1.29
C  -0.424  -3.030  -1.006  -0.24
O  -0.176  -2.201  0.096  -0.84
H  0.456  -3.678  -1.149  0.15
H  -1.343  -3.621  -1.006  0.14
H  -0.336  -2.380  -1.900  0.12
C  2.236  1.188  2.243  -0.21
O  1.695  0.448  1.204  -0.96
H  2.331  2.241  1.924  0.11
H  1.624  1.196  3.158  0.12
H  3.248  0.859  2.511  0.14
O  -1.589  0.184  1.588  -0.94
H  -2.537  0.078  1.464  0.48
H  -1.466  0.294  2.539  0.50
O  1.275  0.058  -1.781  -0.94
H  1.241  0.933  -2.188  0.49
H  2.210  -0.189  -1.779  0.51
O  -1.865  0.068  -1.408  -0.95
H  -2.762  0.135  -1.061  0.48
H  -1.957  -0.383  -2.258  0.50
O  -0.415  2.291  -0.344  -0.95
H  -1.317  2.404  -0.668  0.48
H  -0.096  3.184  -0.157  0.49

Its HOMO energy (alpha / beta) is -6.9 / -6.8 eV. The calculation puts the HOMO-LUMO gap (alpha / beta) at 6.5 / 6.3 eV. Its net charge is 0. As for the spin multiplicity: 3. The LUMO energy (alpha / beta) is -0.432 / -0.440 eV.



Asked for DFT total energy across the records above, the calculation gives -9927.2432; -9912.1301; -22818.6019; -12537.7994; -12536.8322; -14585.2435; -18061.8723; -18061.3252 eV in order.